{"formula": "C5H11NO", "method": "ωB97M-V/def2-TZVPD", "symbols": ["C", "N", "C", "O", "C", "C", "C", "H", "H", "H", "H", "H", "H", "H", "H", "H", "H", "H"], "xyz": [[-2.16, 0.84, -0.55], [-1.60, -0.61, -0.63], [-0.44, -1.12, 0.04], [-0.18, -2.31, -0.22], [0.84, -0.08, -0.04], [2.12, -0.81, -0.01], [0.63, 1.03, 1.08], [-1.94, 1.30, -1.54], [-3.28, 0.91, -0.43], [-1.80, 1.17, 0.45], [-1.82, -1.22, -1.41], [0.64, 0.22, -1.15], [1.97, -1.74, -0.54], [2.10, -1.10, 1.13], [3.01, -0.21, -0.35], [-0.21, 0.73, 1.74], [1.47, 1.05, 1.80], [0.64, 1.95, 0.64]], "homo_energy_ev": -9.240, "charge": 0, "smiles": "CNC(=O)C(C)C", "relative_energy_kcal_mol": 69.2, "orbital_gap_ev": 9.8}


{"formula": "C9H33NO8", "method": "ωB97M-V/def2-TZVPD", "symbols": ["C", "C", "C", "C", "C", "C", "C", "C", "C", "N", "O", "H", "H", "H", "H", "H", "H", "H", "H", "H", "H", "H", "H", "H", "H", "H", "H", "H", "H", "H", "O", "H", "H", "O", "H", "H", "O", "H", "H", "O", "H", "H", "O", "H", "H", "O", "H", "H", "O", "H", "H"], "xyz": [[-0.54, 2.98, 0.66], [-0.71, 2.00, -0.50], [-1.54, 0.80, -0.04], [-1.53, 2.71, -1.60], [-0.68, 3.69, -2.44], [0.54, 2.96, -3.00], [1.39, 2.19, -1.99], [2.29, 1.22, -2.73], [2.25, 3.20, -1.19], [0.51, 1.45, -1.09], [1.18, 0.56, -0.25], [-0.28, 4.02, 0.42], [0.43, 2.80, 1.17], [-1.21, 3.03, 1.52], [-2.41, 1.23, 0.47], [-1.08, 0.02, 0.56], [-1.86, 0.25, -0.93], [-2.01, 2.01, -2.29], [-2.33, 3.29, -1.13], [-0.43, 4.62, -1.93], [-1.27, 3.94, -3.32], [1.12, 3.61, -3.66], [0.15, 2.22, -3.72], [1.68, 0.47, -3.24], [2.84, 1.75, -3.51], [3.03, 0.66, -2.16], [2.96, 2.69, -0.54], [2.85, 3.81, -1.87], [1.63, 3.83, -0.56], [1.16, -0.30, -0.69], [0.84, -0.88, 3.12], [-0.07, -0.61, 2.97], [1.35, -0.07, 3.00], [-0.94, -6.86, 2.78], [-1.42, -6.10, 2.41], [-0.05, -6.53, 2.96], [-2.31, -4.92, 1.21], [-3.15, -5.35, 1.46], [-2.25, -5.03, 0.25], [1.79, -3.82, 0.01], [1.51, -3.31, 0.78], [1.18, -4.56, -0.04], [-3.55, -1.09, 1.91], [-2.64, -1.18, 1.58], [-4.08, -1.64, 1.32], [2.98, -2.73, 2.57], [3.47, -2.83, 3.40], [2.21, -2.18, 2.81], [-1.05, -2.35, 1.46], [-0.60, -2.40, 2.31], [-1.37, -3.26, 1.31]], "homo_energy_ev": -8.078, "charge": 0, "smiles": "CC1(C)CCCC(C)(C)N1O.O.O.O.O.O.O.O", "relative_energy_kcal_mol": 11.5, "orbital_gap_ev": 7.9}


{"formula": "C15H26AlF4OP", "method": "ωB97M-V/def2-TZVPD", "symbols": ["C", "O", "C", "C", "C", "C", "C", "C", "P", "C", "C", "C", "C", "C", "C", "C", "C", "H", "H", "H", "H", "H", "H", "H", "H", "H", "H", "H", "H", "H", "H", "H", "H", "H", "H", "H", "H", "H", "H", "H", "H", "H", "H", "F", "Al", "F", "F", "F"], "xyz": [[0.20, -2.59, 3.44], [1.30, -1.73, 3.63], [1.41, -0.71, 2.66], [1.74, -1.27, 1.28], [2.42, -0.23, 0.36], [1.70, -0.07, -1.00], [2.28, -0.94, -2.11], [1.83, -2.41, -2.10], [0.03, -2.65, -2.13], [-0.93, -1.38, -3.00], [-1.69, -0.55, -1.98], [-2.62, -1.15, -1.14], [-3.25, -0.36, -0.18], [-2.95, 0.99, -0.06], [-2.03, 1.61, -0.90], [-1.66, 3.05, -0.75], [-1.41, 0.81, -1.87], [-0.50, -2.21, 2.70], [0.55, -3.58, 3.12], [-0.33, -2.71, 4.39], [0.46, -0.17, 2.62], [2.15, 0.01, 2.98], [0.82, -1.63, 0.83], [2.41, -2.12, 1.40], [3.48, -0.42, 0.23], [2.33, 0.73, 0.86], [0.65, -0.32, -0.84], [1.73, 0.97, -1.31], [2.09, -0.52, -3.10], [3.36, -0.97, -2.00], [2.26, -2.93, -2.94], [2.19, -2.91, -1.20], [-0.19, -3.86, -2.79], [-0.43, -2.72, -0.82], [-0.31, -0.77, -3.66], [-1.67, -1.91, -3.59], [-2.85, -2.20, -1.23], [-3.95, -0.84, 0.49], [-3.43, 1.56, 0.72], [-1.31, 3.23, 0.26], [-0.81, 3.25, -1.40], [-2.46, 3.73, -1.00], [-0.66, 1.24, -2.53], [-2.01, 5.22, 2.36], [-0.39, 5.55, 2.75], [-0.09, 5.13, 4.36], [-0.05, 7.18, 2.49], [0.59, 4.59, 1.72]], "homo_energy_ev": -9.973, "charge": 0, "orbital_gap_ev": 8.7}


{"formula": "C4H8O2", "method": "ωB97M-V/def2-TZVPD", "symbols": ["C", "C", "O", "C", "C", "O", "H", "H", "H", "H", "H", "H", "H", "H"], "xyz": [[-0.31, 1.63, 0.33], [-0.83, 0.21, -0.01], [-1.95, 0.27, -0.87], [0.35, -0.41, -0.63], [1.26, -1.08, 0.34], [0.60, -2.30, -0.02], [0.19, 2.08, -0.53], [-1.18, 2.25, 0.57], [0.38, 1.63, 1.18], [-1.17, -0.27, 0.93], [-1.60, 0.16, -1.76], [0.71, -2.34, -0.99], [1.10, -0.94, 1.41], [2.33, -1.08, 0.11]], "homo_energy_ev": -9.049, "charge": 0, "relative_energy_kcal_mol": 107.3, "orbital_gap_ev": 9.2}


Calculated maximum force in order - 5.7 3.0 1.1 0.4 eV/A